## P
ORCA calculation (ωB97M-V/def2-TZVPD) on a single C4H5FN2 molecule.

```
12
C4H5FN2, DFT ωB97M-V/def2-TZVPD
C -0.3287 -0.9125 0.2686
C -1.6337 0.6055 -1.3803
C 0.8388 -0.4755 0.5749
C 2.0223 0.2229 0.8667
N -1.0333 1.0460 -2.3386
N -1.4559 -0.3787 -0.3458
F 2.2496 0.3295 2.1849
H -0.6493 -1.9482 0.3573
H -2.5863 1.0547 -1.0540
H 2.0576 1.2890 0.4718
H 2.9464 -0.2034 0.3713
H -2.4275 -0.6294 0.0235
```

Calculated values
**HOMO (spin up / spin down)**: -8.371 / -9.134 eV
**Multiplicity**: 1
**Orbital gap (spin up / spin down)**: 7.52 / 8.90 eV

=====

## Q
ORCA calculation (ωB97M-V/def2-TZVPD) on a single C4H5FN2 molecule.

```
12
C4H5FN2, DFT ωB97M-V/def2-TZVPD
F -2.2005 0.1200 -0.0005
C -0.8751 0.1243 0.3579
C -0.3138 1.4575 -0.0843
N 0.8958 1.6161 -0.2147
N 1.7391 0.3950 0.2486
C 1.3715 -0.7630 -0.0616
C -0.1473 -1.0044 -0.4122
H -0.8676 0.0718 1.4728
H -0.9126 2.3857 -0.5133
H 2.1599 -1.5086 0.3457
H -0.5561 -1.8879 0.2783
H -0.2932 -1.0063 -1.4168
```

Calculated values
**HOMO**: -9.983 eV
**SMILES**: F[C@@H]1C=NN=CC1
**Multiplicity**: 1
**Orbital gap**: 10.71 eV

=====

## R
ORCA calculation (ωB97M-V/def2-TZVPD) on C4H5FN2 as an isolated structure.

```
12
C4H5FN2, DFT ωB97M-V/def2-TZVPD
C 1.8629 1.3785 -0.0540
C 0.0853 0.4420 -0.3856
C 1.2172 -0.6274 -0.1246
C -2.1795 -0.2448 0.2340
N 2.3585 0.2617 0.1219
N -1.0833 0.5310 -0.2578
F 1.0056 -1.6410 0.7352
H 2.5042 2.2330 -0.1232
H 1.4304 -1.1635 -1.0531
H -2.2387 -1.0652 -0.5208
H -3.0883 0.3613 0.2415
H -1.8744 -0.4656 1.1865
```

Calculated values
**HOMO**: -8.449 eV
**Multiplicity**: 1
**Orbital gap**: 9.10 eV

=====

It turns out Q is the most stable, with the second structure 128.9 kJ/mol higher.

=====

## P
ORCA calculation (ωB97M-V/def2-TZVPD) on a single C7H10O molecule.

```
18
C7H10O, DFT ωB97M-V/def2-TZVPD
C 3.7072 -0.0205 0.2131
C 2.2971 -0.2079 -0.3299
O 2.1082 -0.8259 -1.3389
C 1.2252 0.2699 0.5510
C -0.0742 0.2864 0.3106
C -1.2956 0.0923 -0.0856
C -2.1921 1.0294 -0.8179
C -2.0195 -1.5322 0.2316
H 4.4630 -0.4252 -0.4747
H 3.8222 -0.6762 1.2264
H 3.9294 1.1212 0.5342
H 1.5753 0.4822 1.5653
H -1.9058 2.0013 -0.3353
H -3.3121 0.9424 -0.7751
H -1.8251 0.9238 -1.8849
H -3.1353 -1.6665 0.0405
H -1.7542 -1.5812 1.3589
H -1.4166 -2.1444 -0.3518
```

Calculated values
**HOMO**: -9.234 eV
**SMILES**: CC(=O)C=C=C(C)C
**Multiplicity**: 1
**Orbital gap**: 9.62 eV

=====

## Q
ORCA calculation (ωB97M-V/def2-TZVPD) on a single C7H10O molecule.

```
18
C7H10O, DFT ωB97M-V/def2-TZVPD
C 0.5872 0.2370 1.5609
C 0.0439 1.7248 0.8245
C -1.0313 1.1511 -0.4823
C -0.7658 -0.2099 -1.6250
O 0.3201 -1.2444 -1.7936
C 1.0165 -1.6042 -0.5984
C 0.5065 -0.4664 0.2345
C -1.1176 -0.3991 -0.1661
H -0.0932 0.0135 2.2695
H 1.5179 0.3925 2.0467
H 0.8152 2.3284 0.4155
H -0.3489 2.1892 1.5918
H -1.9921 1.6229 -0.9059
H -1.5590 -0.7050 -2.2418
H 0.7838 -2.6801 -0.3548
H 2.1333 -1.7516 -0.8704
H 1.0129 0.3408 -0.2687
H -1.8295 -0.9395 0.3636
```

Calculated values
**HOMO**: -8.761 eV
**SMILES**: C1C[C@H]2[C@H]3OC[C@H]1[C@@H]23
**Multiplicity**: 1
**Orbital gap**: 9.81 eV

=====

## R
ORCA calculation (ωB97M-V/def2-TZVPD) on a 2-piece molecular cluster, C7H10O overall.

```
18
C7H10O, DFT ωB97M-V/def2-TZVPD
C 0.0000 0.0000 0.0000
C 0.6193 1.1782 -0.6445
C 1.7732 0.9511 -1.4233
C 2.3431 2.0041 -2.1631
C 1.7560 3.2617 -2.1950
C 0.5944 3.5012 -1.4263
C 0.0046 2.4843 -0.6939
H 0.7668 -0.6728 0.4196
H -0.5297 -0.5312 -0.8086
H -0.7253 0.2453 0.7939
H 2.1748 -0.0707 -1.4109
H 3.2118 1.8545 -2.8176
H 2.3792 4.0275 -2.6753
H 0.2462 4.5415 -1.3810
H -1.0026 2.5483 -0.2614
O -2.5250 5.6209 -0.7321
H -3.4925 5.4547 -0.7995
H -2.1371 5.1430 -1.4999
```

Calculated values
**HOMO**: -8.927 eV
**SMILES**: Cc1ccccc1.O
**Multiplicity**: 1
**Orbital gap**: 9.74 eV

=====

## S
ORCA calculation (ωB97M-V/def2-TZVPD) on C7H10O as an isolated structure.

```
18
C7H10O, DFT ωB97M-V/def2-TZVPD
C 0.3673 1.1417 1.3752
C -0.4685 1.5678 0.0869
C -1.1724 0.2749 -0.5635
C -0.4853 -1.1849 -0.8870
C 1.0538 -1.4737 -0.8776
C 0.7218 -0.0548 0.5079
C -0.7492 -0.6999 0.5153
H 1.0188 2.1061 1.6743
H -0.2861 0.5771 2.2605
H -1.2833 2.3066 0.2559
H 0.4852 2.3910 -0.3281
H -2.2019 0.3143 -1.0940
H -1.3176 -2.0017 -1.3419
H 1.7658 -2.6370 -1.0520
H 1.5383 -0.9740 -1.8818
H 0.7929 0.5501 -0.2722
H -1.5065 -1.2298 1.2973
O 1.7271 -0.9737 0.3249
```

Calculated values
**HOMO**: -9.289 eV
**Multiplicity**: 1
**Orbital gap**: 10.36 eV

=====

It turns out R is the most stable, with the second structure 303.7 kJ/mol higher.